A cluster of 5 separate species, C34H48N5OP in total. Source: the OMol25 dataset; level of theory: ωB97M-V/def2-TZVPD.

```
89
Properties=species:S:1:pos:R:3:forces:R:3:lowdin_charge:R:1
C 3.8685 1.3180 -0.2674 -0.1 0.0 0.1 -0.288
P 3.0831 0.7659 -1.8356 0.1 0.0 -0.1 0.922
C 4.5935 0.1624 -2.6958 0.0 0.0 0.0 -0.284
C 2.2586 -0.8671 -1.4347 0.1 -0.3 0.4 -0.359
C 2.6821 -1.5548 -0.1213 0.0 -0.1 -0.4 -0.085
C 1.4384 -1.6229 0.7343 -0.3 0.0 0.1 -0.471
O 1.3775 -2.0804 1.8458 0.1 0.1 0.2 0.093
N 0.3408 -1.0608 0.0588 0.8 0.2 -0.2 0.132
C 0.6778 -0.8842 -1.3739 -0.2 0.0 0.0 -0.414
C 0.1752 -2.1294 -2.1453 0.0 0.0 0.0 -0.140
C 0.6274 -3.5306 -1.7241 0.0 0.1 0.1 -0.253
N -0.0455 -4.0434 -0.5274 0.1 -0.1 -0.1 0.018
C -0.0346 0.3259 -2.0304 0.0 -0.1 0.0 -0.109
C -0.6880 1.4239 -1.1675 0.2 0.0 0.0 -0.653
N -1.1514 2.5090 -2.0312 -0.1 -0.1 -0.1 0.087
N -1.8849 0.8889 -0.5063 -0.1 0.2 -0.1 0.087
N 0.2561 2.0156 -0.2080 0.0 -0.1 0.1 0.101
H 3.1297 1.5369 0.5072 0.0 0.0 0.0 0.037
H 4.3935 2.2486 -0.4921 0.0 0.0 0.0 0.030
H 4.5940 0.6122 0.1391 0.0 0.0 0.0 0.036
H 4.3024 -0.5283 -3.4882 0.0 0.0 0.0 0.036
H 5.0845 1.0137 -3.1681 0.1 0.0 0.0 0.021
H 5.3063 -0.3347 -2.0350 0.0 0.0 0.0 0.044
H 2.5608 -1.5037 -2.2701 -0.1 0.1 -0.1 0.098
H 3.0808 -2.5613 -0.2513 0.0 0.0 -0.1 0.122
H 3.4350 -1.0063 0.4400 0.0 0.0 0.1 0.095
H 0.0318 -0.2362 0.5587 -0.3 -0.2 0.0 0.104
H 0.4374 -1.9742 -3.1975 0.0 0.0 0.0 0.123
H -0.9186 -2.1148 -2.0881 0.0 0.0 0.0 0.122
H 0.4203 -4.1950 -2.5677 0.0 0.0 0.0 0.104
H 1.7089 -3.5842 -1.5747 0.0 0.0 -0.1 0.098
H -0.8453 -3.4639 -0.3038 0.0 0.0 0.1 0.062
H 0.5616 -4.0242 0.2811 0.0 0.1 0.0 0.055
H 0.6907 0.8186 -2.6799 -0.1 0.0 0.0 0.062
H -0.8416 -0.0457 -2.6621 0.0 0.0 0.0 0.112
H -2.1002 2.3139 -2.3324 0.0 0.0 0.0 0.083
H -0.5941 2.5500 -2.8779 0.1 0.1 0.1 0.079
H -1.6734 0.6249 0.4486 0.0 -0.1 -0.1 0.060
H -2.5513 1.6513 -0.4103 0.1 0.0 0.1 0.074
H 0.5545 2.9260 -0.5350 0.0 0.0 0.0 0.071
H 1.0782 1.4454 -0.0586 0.0 0.1 -0.1 0.021
C 3.4940 6.7644 -3.4197 0.0 0.0 0.0 -0.094
C 4.8791 6.7307 -3.5059 0.0 0.0 0.0 -0.096
C 5.5637 5.5561 -3.2267 0.0 0.0 0.0 -0.095
C 4.8615 4.4156 -2.8619 0.0 0.0 0.0 -0.102
C 3.4762 4.4469 -2.7762 0.0 0.0 0.0 -0.103
C 2.7931 5.6235 -3.0544 0.0 0.0 0.0 -0.092
H 2.9606 7.6813 -3.6354 0.0 0.0 0.0 0.101
H 5.4257 7.6211 -3.7889 0.0 0.0 0.0 0.101
H 6.6439 5.5299 -3.2928 0.0 0.0 0.0 0.101
H 5.3993 3.5001 -2.6448 0.0 0.0 0.0 0.085
H 2.9303 3.5556 -2.4913 0.0 0.0 0.0 0.047
H 1.7129 5.6519 -2.9827 0.0 0.0 0.0 0.099
C -3.1441 -8.0772 1.9538 0.0 0.0 0.0 -0.098
C -2.4417 -7.2327 1.1049 0.0 0.0 0.0 -0.095
C -1.3021 -6.5814 1.5572 0.1 0.0 0.0 -0.108
C -0.8598 -6.7849 2.8581 0.0 0.0 0.0 -0.102
C -1.5610 -7.6294 3.7084 0.0 0.0 0.0 -0.099
C -2.7051 -8.2736 3.2566 0.0 0.0 0.0 -0.101
H -4.0362 -8.5800 1.6023 0.0 0.0 0.0 0.099
H -2.7884 -7.0691 0.0923 0.0 0.0 0.0 0.103
H -0.7669 -5.9109 0.8971 0.0 0.0 -0.1 0.069
H 0.0255 -6.2725 3.2138 0.0 0.0 0.0 0.103
H -1.2196 -7.7816 4.7245 0.0 0.0 0.0 0.099
H -3.2544 -8.9300 3.9197 0.0 0.0 0.0 0.098
C -1.3817 5.6014 2.4186 0.0 0.0 0.0 -0.096
C -1.2261 4.9808 1.1861 0.0 0.0 0.0 -0.097
C -1.7960 5.5415 0.0506 0.0 0.0 0.0 -0.100
C -2.5191 6.7230 0.1485 0.0 0.0 0.0 -0.100
C -2.6746 7.3428 1.3809 0.0 0.0 0.0 -0.102
C -2.1061 6.7814 2.5165 0.0 0.0 0.0 -0.101
H -0.9376 5.1643 3.3042 0.0 0.0 0.0 0.100
H -0.6658 4.0581 1.1053 0.0 0.0 0.0 0.071
H -1.6767 5.0450 -0.9047 0.0 0.0 0.0 0.078
H -2.9638 7.1609 -0.7364 0.0 0.0 0.0 0.098
H -3.2401 8.2629 1.4572 0.0 0.0 0.0 0.098
H -2.2282 7.2643 3.4777 0.0 0.0 0.0 0.099
C -3.5167 -4.0585 3.0367 0.0 0.0 0.0 -0.077
C -4.5923 -4.2103 3.9011 0.0 0.0 0.0 -0.089
C -5.4346 -3.1371 4.1589 0.0 0.0 0.0 -0.100
C -5.2019 -1.9101 3.5520 0.0 0.0 0.0 -0.102
C -4.1253 -1.7563 2.6892 0.0 0.0 0.0 -0.099
C -3.2829 -2.8297 2.4337 0.0 0.0 0.0 -0.086
H -2.8589 -4.8932 2.8348 0.0 0.0 0.0 0.075
H -4.7724 -5.1688 4.3717 0.0 0.0 0.0 0.100
H -6.2738 -3.2563 4.8326 0.0 0.0 0.0 0.098
H -5.8597 -1.0737 3.7521 0.0 0.0 0.0 0.098
H -3.9421 -0.7998 2.2155 0.0 0.0 0.0 0.093
H -2.4385 -2.7061 1.7657 0.0 0.0 0.0 0.090
```
Positions in Å, forces in eV/Å.

HOMO level	-8.9	eV
electronic energy	-54823.7171	eV

A structure of composition C40H29ClInN9O5. Source: the OMol25 dataset; level of theory: ωB97M-V/def2-TZVPD.

```
85
Properties=species:S:1:pos:R:3:forces:R:3:lowdin_charge:R:1
In -0.7482 -1.6575 -0.7874 0.0 -0.3 0.3 0.797
O -7.0590 -1.7335 0.6763 0.1 -0.3 -0.4 0.101
C -6.4294 -1.5381 1.8068 0.3 0.0 0.3 -0.533
O -7.0191 -1.4260 2.8631 0.0 0.1 -0.1 0.028
C -4.9358 -1.4605 1.7487 0.0 0.0 -0.1 -0.051
C -4.1298 -1.2536 2.8501 0.0 -0.1 0.0 -0.579
Cl -4.5446 -1.1372 4.5015 0.0 0.0 0.0 0.779
N -2.8428 -1.2103 2.4359 0.0 0.0 0.0 -0.055
N -2.7684 -1.3899 1.1076 0.0 0.2 0.0 0.145
C -3.9999 -1.5291 0.6673 0.0 0.0 0.0 -0.111
C -4.1801 -1.6938 -0.8334 -0.3 -0.2 -0.1 -0.594
O -5.3564 -1.8664 -1.2474 -0.2 -0.1 0.4 -0.004
O -3.1597 -1.6463 -1.5384 0.3 0.2 -0.1 -0.061
C -1.6317 -1.0555 3.1723 0.1 0.0 0.1 -0.190
C -1.5277 -0.0956 4.1700 0.0 0.1 -0.1 -0.060
C -0.3285 0.0474 4.8506 0.0 0.0 0.0 -0.095
C 0.7632 -0.7451 4.5235 0.0 0.0 0.0 -0.097
C 0.6501 -1.6819 3.5058 0.0 0.0 0.0 -0.066
C -0.5469 -1.8497 2.8263 -0.1 -0.1 0.0 -0.006
H -6.3935 -1.8868 -0.0931 0.0 0.4 -0.2 0.063
H -2.3599 0.5567 4.3921 0.0 0.0 0.0 0.087
H -0.2448 0.7981 5.6269 0.0 0.0 0.0 0.096
H 1.7020 -0.6159 5.0481 0.0 0.0 0.0 0.094
H 1.4972 -2.2920 3.2203 0.0 0.0 0.0 0.106
H -0.6293 -2.5897 2.0292 0.0 0.0 0.0 0.063
C -0.7034 -3.6830 -0.2258 0.0 0.4 -0.1 -0.336
H -0.4613 -4.2120 -1.1639 0.0 -0.1 0.1 -0.121
H -1.7675 -3.8776 -0.0229 0.0 -0.1 0.0 -0.127
N -0.6740 -2.5071 -4.2508 0.0 0.3 0.0 0.178
C 0.4028 -1.7357 -3.9024 0.0 -0.2 0.1 -0.499
O 0.6144 -1.4513 -2.7054 -0.2 0.1 -0.2 -0.082
C 1.3019 -1.3267 -4.9374 0.2 0.0 -0.2 -0.207
C 1.0168 -1.5977 -6.2929 0.0 0.0 0.1 -0.279
N 0.7308 -1.8285 -7.3920 0.0 0.0 0.0 0.085
C 2.5345 -0.7170 -4.6073 -0.2 0.0 -0.1 -0.198
N 3.5538 -0.2261 -4.3638 -0.2 -0.1 -0.4 0.142
H -0.9346 -2.5535 -5.2217 0.0 0.0 0.0 0.084
H -1.4181 -2.5781 -3.5715 0.0 -0.1 0.0 0.085
N -0.3447 0.3946 -0.6388 0.0 0.0 -0.1 0.064
C -1.0170 1.4479 -0.5357 0.1 0.0 0.1 -0.343
C -2.5047 1.5579 -0.3046 0.0 0.0 0.0 -0.206
C -2.9659 1.8951 0.9669 0.0 0.0 0.0 -0.047
C -4.3253 2.0035 1.2183 0.0 0.0 0.0 -0.091
C -5.2412 1.7921 0.1935 0.0 0.0 0.0 -0.095
C -4.7872 1.4702 -1.0768 0.0 0.0 0.0 -0.079
C -3.4240 1.3545 -1.3244 0.0 0.0 0.0 -0.041
C -0.3093 2.7927 -0.5874 -0.1 -0.1 0.1 -0.148
C -0.9815 3.9698 -0.9038 0.0 0.0 0.0 -0.036
C -0.2992 5.1793 -0.9741 0.0 0.0 0.0 -0.103
C 1.0618 5.2278 -0.7125 0.0 0.0 0.0 -0.115
C 1.7405 4.0561 -0.3938 0.0 0.0 0.0 -0.085
C 1.0595 2.8521 -0.3398 0.0 0.0 -0.1 -0.025
H -2.2458 2.0628 1.7616 0.0 0.0 0.0 0.116
H -4.6745 2.2448 2.2161 0.0 0.0 0.0 0.099
H -6.3043 1.8531 0.3927 0.0 0.0 0.0 0.100
H -5.4947 1.2757 -1.8730 0.0 0.0 0.0 0.107
H -3.0725 1.0720 -2.3090 0.0 0.0 0.0 0.124
H -2.0462 3.9396 -1.1026 0.0 0.0 0.0 0.108
H -0.8347 6.0848 -1.2353 0.0 0.0 0.0 0.091
H 1.5924 6.1716 -0.7591 0.0 0.0 0.0 0.089
H 2.8059 4.0824 -0.1965 0.0 0.0 0.0 0.093
H 1.5690 1.9236 -0.1256 0.0 0.1 0.0 0.078
C 3.4711 -3.1550 -1.5328 -0.1 0.0 0.0 -0.048
C 2.3704 -2.9099 -0.7204 0.1 0.1 0.0 -0.153
N 2.0746 -1.6869 -0.2803 0.0 -0.1 0.2 0.060
C 2.8771 -0.6850 -0.6069 -0.1 0.0 -0.1 -0.107
C 4.0082 -0.8278 -1.4028 0.1 0.0 0.0 -0.243
C 4.2844 -2.0974 -1.8970 0.1 0.0 0.0 -0.040
C 4.8179 0.3457 -1.7732 0.1 0.1 0.0 -0.045
C 5.3573 1.2476 -0.9497 0.1 0.0 0.2 -0.040
C 5.4328 1.2185 0.5220 0.0 0.1 -0.2 -0.266
C 5.3071 0.0674 1.3024 0.0 -0.1 0.1 0.000
C 5.4716 0.2009 2.6636 0.0 0.0 0.0 -0.137
N 5.7325 1.3697 3.2552 0.0 0.1 0.0 0.057
C 5.8367 2.4012 2.4269 0.0 0.0 0.0 -0.233
N 5.7176 2.3917 1.1055 0.0 0.1 0.1 0.113
H 3.6558 -4.1541 -1.9057 0.0 0.0 0.0 0.098
H 1.6540 -3.6788 -0.4318 0.0 0.0 0.0 0.057
H 2.5753 0.3001 -0.2697 0.0 -0.1 0.0 0.097
H 5.1252 -2.2474 -2.5648 0.0 0.0 0.0 0.113
H 4.9323 0.5102 -2.8410 -0.1 -0.1 0.1 0.069
H 5.8307 2.1232 -1.3788 0.0 0.0 0.0 0.099
H 5.0972 -0.8940 0.8600 0.0 0.0 0.0 0.108
H 5.3909 -0.6612 3.3170 0.0 0.0 0.0 0.103
H 6.0496 3.3638 2.8811 0.0 0.0 0.0 0.096
```
Positions in Å, forces in eV/Å.

net charge	-2
energy relative to the best compared isomer or geometry (same formula, charge and spin)	270.5	kJ/mol
HOMO level	-1.3	eV
electronic energy	-83297.0629	eV

A cluster of 3 separate species, C3H12O3 in total. Source: the OMol25 dataset; level of theory: ωB97M-V/def2-TZVPD.

```
18
Properties=species:S:1:pos:R:3:forces:R:3:nbo_charge:R:1
C -1.3490 -1.0521 -0.5725 0.3 0.1 0.3 -0.598
C -0.1076 -0.6364 0.2138 0.2 -0.1 -0.1 -0.434
C 0.9409 0.1025 -0.6323 0.3 0.2 0.7 -0.063
O 2.2367 -0.5026 -0.5461 -0.2 -0.1 -0.2 -0.721
H -1.9367 -1.7772 -0.0149 -0.1 0.0 0.0 0.213
H -1.0478 -1.4973 -1.5178 0.0 -0.1 -0.1 0.201
H -1.9785 -0.2028 -0.8038 -0.2 0.2 -0.1 0.191
H -0.3425 -0.0580 1.1105 -0.3 0.0 -0.1 0.198
H 0.3796 -1.5296 0.5970 0.1 -0.2 0.1 0.207
H 0.5908 0.1921 -1.6608 0.1 0.0 -0.2 0.163
H 1.1212 1.1072 -0.2352 -0.2 -0.1 -0.3 0.183
H 2.1603 -1.4355 -0.7740 0.0 0.1 0.0 0.458
O -1.1487 2.5807 -1.7312 -0.2 0.0 -0.4 -0.936
H -1.9437 2.1613 -1.3859 0.0 0.0 0.0 0.467
H -1.3746 2.7870 -2.6513 0.1 0.0 0.3 0.471
O 0.9413 -0.2518 3.6961 0.3 0.1 -0.1 -0.935
H 1.0261 0.1984 2.8479 -0.1 -0.1 0.0 0.467
H 1.8321 -0.1859 4.0605 -0.1 -0.1 0.1 0.468
```
Positions in Å, forces in eV/Å.

energy relative to the best compared isomer or geometry (same formula, charge and spin)	40.8	kJ/mol
HOMO level	-10.2	eV
electronic energy	-9447.6034	eV

A cluster of 2 separate species, C4H13NO in total at a distorted geometry. Source: the OMol25 dataset; level of theory: ωB97M-V/def2-TZVPD.

```
19
Properties=species:S:1:pos:R:3:forces:R:3:nbo_charge:R:1
C 0.0868 -0.0647 -2.5111 -0.4 0.5 -0.3 -0.612
C 0.0703 0.8981 -1.3517 0.1 0.6 0.6 -0.207
N -0.7194 0.4237 -0.2289 -0.1 -0.7 -0.1 -0.637
C -0.8641 1.4006 0.8422 -0.5 0.5 -0.6 -0.209
C -1.1186 0.6609 2.1452 1.0 0.0 -0.1 -0.624
H -0.9491 -0.1689 -2.8403 0.1 -0.4 0.0 0.211
H 0.6394 0.3545 -3.3528 0.1 0.0 0.1 0.209
H 0.5224 -1.0284 -2.2655 -0.1 -0.1 0.1 0.205
H -0.3975 1.8467 -1.6403 0.0 -0.1 -0.3 0.180
H 1.0899 1.1879 -1.0404 0.0 -0.2 0.0 0.154
H -0.4144 -0.4919 0.1058 0.1 0.5 0.0 0.357
H -1.7135 2.0483 0.5759 0.0 -0.1 0.2 0.176
H 0.0025 2.0782 0.8065 0.1 -0.2 0.7 0.164
H -1.4022 1.2106 3.0394 -0.3 0.5 -0.3 0.217
H -0.1515 0.2220 2.4219 -0.3 -0.5 0.0 0.202
H -1.8714 -0.0888 1.9145 0.0 -0.3 0.3 0.213
O 2.3940 -3.1381 0.9990 0.2 0.4 -0.7 -0.939
H 2.6343 -3.9281 0.5076 0.0 0.0 0.1 0.470
H 2.1624 -3.4227 1.8731 -0.2 -0.3 0.6 0.469
```
Positions in Å, forces in eV/Å.

energy relative to the best compared isomer or geometry (same formula, charge and spin)	64.2	kJ/mol
HOMO level	-8.4	eV
electronic energy	-7895.9951	eV